[1]
This record from OMol25 describes a 2-piece molecular cluster, BrH3O3P overall in a non-equilibrium geometry. The level of theory is ωB97M-V/def2-TZVPD.

HOMO-LUMO gap (alpha / beta) in eV: 11.29 / 7.40
Max |F| in hartree/bohr: 0.06457
LUMO (alpha / beta) in eV: -3.2 / -8.3
DFT total energy in Eh: -3142.58648
HOMO (alpha / beta) in eV: -14.523 / -15.685
Charge: +1
⟨S²⟩: 2.0049
2S+1: 3

XYZ file:
```
8
BrH3O3P, DFT ωB97M-V/def2-TZVPD
O -0.527 1.202 0.865
O -0.582 0.398 -1.426
O -0.550 -1.311 0.423
P 0.035 0.061 -0.063
Br 3.159 0.060 -0.258
H 0.064 1.737 1.361
H -1.017 -0.193 -1.999
H -0.582 -1.952 1.096
```

---

[2]
This record from OMol25 describes one molecule with the formula BrH4N2OP in a non-equilibrium geometry. The level of theory is ωB97M-V/def2-TZVPD.

HOMO-LUMO gap in eV: 9.84
Max |F| in hartree/bohr: 0.08513
LUMO in eV: 0.2
DFT total energy in Eh: -3102.52225
HOMO in eV: -9.653
Energy relative to the best compared isomer or geometry (same formula, charge and spin) in kcal per mole: 34.7
2S+1: 1

XYZ file:
```
9
BrH4N2OP, DFT ωB97M-V/def2-TZVPD
N -1.582 -0.885 0.235
P -0.385 0.021 -0.111
N 1.675 -0.450 0.238
O -0.457 1.299 0.764
Br -0.412 0.847 -2.088
H -1.817 -1.840 -0.115
H 1.927 -0.973 -0.634
H 1.936 0.579 0.110
H -0.885 1.401 1.601
```

---

[3]
This record from OMol25 describes a 2-piece molecular cluster, BrH4N2OP overall in a non-equilibrium geometry. The level of theory is ωB97M-V/def2-TZVPD.

HOMO-LUMO gap (alpha / beta) in eV: 6.02 / 6.07
Max |F| in hartree/bohr: 0.15638
LUMO (alpha / beta) in eV: 0.7 / -4.2
DFT total energy in Eh: -3102.34814
HOMO (alpha / beta) in eV: -5.298 / -10.270
Energy relative to the best compared isomer or geometry (same formula, charge and spin) in kcal per mole: 47.7
⟨S²⟩: 2.0054
2S+1: 3

XYZ file:
```
9
BrH4N2OP, DFT ωB97M-V/def2-TZVPD
N -1.481 -1.502 0.280
N -0.986 1.083 0.046
O 0.979 -0.517 -0.373
P -0.430 -0.416 -0.068
Br 4.105 -0.496 -0.045
H -1.121 -2.398 0.253
H -0.551 1.791 -0.361
H -1.949 1.259 0.119
H 2.949 -0.821 -0.569
```

---

[4]
This record from OMol25 describes a 2-piece molecular cluster, BrH6NSi2 overall in a non-equilibrium geometry. The level of theory is ωB97M-V/def2-TZVPD.

HOMO-LUMO gap (alpha / beta) in eV: 9.27 / 6.47
Max |F| in hartree/bohr: 0.06620
LUMO (alpha / beta) in eV: -0.3 / -0.7
DFT total energy in Eh: -3211.24009
HOMO (alpha / beta) in eV: -9.551 / -7.124
Energy relative to the best compared isomer or geometry (same formula, charge and spin) in kcal per mole: 110.6
2S+1: 1

XYZ file:
```
10
BrH6NSi2, DFT ωB97M-V/def2-TZVPD
N -0.110 -0.365 0.038
Si -0.951 0.755 1.149
Si 0.832 -0.253 -1.395
Br 1.864 1.675 -1.377
H -0.339 -1.284 0.416
H -0.459 1.562 2.263
H -1.963 -0.206 1.852
H -1.603 1.508 0.102
H 1.966 -2.811 -0.275
H 0.763 -0.580 -2.773
```

---

[5]
This record from OMol25 describes a 2-piece molecular cluster, BrHNO2S overall in a non-equilibrium geometry. The level of theory is ωB97M-V/def2-TZVPD.

HOMO-LUMO gap (alpha / beta) in eV: 6.92 / 6.92
Max |F| in hartree/bohr: 0.03768
LUMO (alpha / beta) in eV: 3.7 / 3.7
DFT total energy in Eh: -3178.03461
HOMO (alpha / beta) in eV: -3.208 / -3.206
Energy relative to the best compared isomer or geometry (same formula, charge and spin) in kcal per mole: 15.1
Charge: -1
2S+1: 1

XYZ file:
```
6
BrHNO2S, DFT ωB97M-V/def2-TZVPD
N -0.622 0.007 1.283
O -2.646 1.801 -0.043
O -0.499 2.455 -1.004
S -1.303 2.289 0.216
Br 1.104 0.041 2.077
H -0.577 -0.690 0.540
```

---

[6]
This record from OMol25 describes an isolated ion of composition BrHNO2S and charge -1 in a non-equilibrium geometry. The level of theory is ωB97M-V/def2-TZVPD.

HOMO-LUMO gap in eV: 7.43
Max |F| in hartree/bohr: 0.06975
LUMO in eV: 3.5
DFT total energy in Eh: -3178.04390
HOMO in eV: -3.947
Energy relative to the best compared isomer or geometry (same formula, charge and spin) in kcal per mole: 9.2
Charge: -1
2S+1: 1

XYZ file:
```
6
BrHNO2S, DFT ωB97M-V/def2-TZVPD
N 0.695 -0.180 -0.212
O -0.928 -2.200 -1.056
O -0.300 -2.159 1.312
S 0.197 -2.129 -0.095
Br 2.525 -0.074 -0.402
H 0.218 0.496 0.567
```